Computed, not measured: one molecule with the formula C3H9N, with ωB97M-V/def2-TZVPD.

```
! wB97M-V def2-TZVPD RIJCOSX def2/J DEFGRID3
* xyz 0 1
C 0.08860 -0.86316 -1.02152
C -0.34887 0.00076 0.17066
C -0.00668 1.44397 0.11635
N 0.16932 -0.52254 1.46156
H -0.44184 -1.88166 -0.98086
H 1.15030 -0.90019 -1.23972
H -0.37657 -0.35314 -1.89219
H -1.42213 -0.02785 0.26480
H -0.32994 1.93240 1.06226
H -0.43655 1.86589 -0.74843
H 1.04876 1.59675 -0.07096
H 1.21718 -0.84059 1.25829
H -0.31160 -1.45064 1.61975
*
```

Output
Structure (SMILES): CC(C)N
LUMO energy: 1.120 eV
Gap between HOMO and LUMO: 10.546 eV
ΔE to the lowest compared entry with this formula, charge and spin: 51.31 kJ/mol

***

Computed, not measured: C8H4NNdO5S as an isolated structure, with ωB97M-V/def2-TZVPD.

```
! wB97M-V def2-TZVPD RIJCOSX def2/J DEFGRID3
* xyz 2 4
O 0.49060 0.09774 -4.12514
C 0.17891 -0.04512 -3.02711
Nd -0.50649 -0.38118 -0.58397
O -2.50870 2.94910 -0.77395
C -1.95539 1.94278 -0.71968
C -1.97186 -0.84480 1.49494
O -2.59787 -1.05394 2.44136
C -0.13078 -2.95859 -0.28943
O -0.50118 -3.91822 0.27149
C -2.84050 -1.44154 -1.62045
O -3.77560 -1.95950 -2.05273
H 0.55520 -2.85318 -1.25197
S 3.53619 1.13190 1.10192
C 2.37620 2.00762 2.08596
C 1.09286 1.69874 1.71643
N 1.00655 0.76955 0.65217
C 2.25239 0.37806 0.23362
H 2.68282 2.69205 2.87914
H 0.18351 2.11011 2.15980
H 2.43312 -0.32158 -0.59242
*
```

Output
<S²>: 3.918
LUMO energy (alpha / beta): -8.770 / -8.700 eV
Gap between HOMO and LUMO (alpha / beta): 5.845 / 6.590 eV

***

Computed, not measured: a 2-piece molecular cluster, C17H24Br2ClN8O5S3 overall, with ωB97M-V/def2-TZVPD.

```
! wB97M-V def2-TZVPD RIJCOSX def2/J DEFGRID3
* xyz 1 1
O -1.34510 1.33185 3.99206
O 1.02008 1.58667 1.70965
O 3.65292 -1.20058 -1.02468
O 1.68960 1.58882 6.94112
O -0.66392 2.10930 6.67156
Cl 3.63532 6.30474 3.44000
Br -5.02933 -1.62350 -0.00620
Br 0.29823 6.63070 2.62977
N -1.45018 -2.24737 2.03494
S -2.95488 -0.11200 1.94028
S 2.80857 3.78149 4.99450
C -0.48859 0.47586 4.08929
C 1.13404 1.28403 0.53294
C 2.78521 -0.55364 -1.58630
C -1.55092 -1.02692 2.49379
C -2.56301 -2.55644 1.26095
C 2.42627 5.16679 3.98216
C -3.45068 -1.53273 1.06418
C 0.31915 4.16117 4.28515
C 1.08572 5.24543 3.68649
C 1.12623 3.31489 5.00404
C -1.97748 -3.59242 -4.53902
N -3.19491 -3.31359 -4.91203
N -0.51428 -0.65860 3.32205
N 3.13883 0.19000 -2.64181
N -1.40507 -2.99350 -3.50925
N 1.01569 0.00141 0.17954
N 0.57443 0.58825 4.91582
N -1.33087 -4.49451 -5.22201
C 1.40058 2.36589 -0.48809
C 2.34291 0.96558 -3.59554
C -1.99460 -1.93200 -2.66463
C -1.02894 -1.48405 -1.56015
C 0.20495 -0.74488 -2.10554
C 1.34228 -0.72238 -1.07015
S 0.61705 1.89524 5.98516
H -2.70126 -3.53540 0.81169
H -0.76075 4.04656 4.18780
H -3.61589 -3.78434 -5.69199
H -3.71917 -2.63030 -4.39491
H 0.08563 -1.41316 3.62392
H 4.13567 0.17223 -2.80419
H -0.47419 -3.29289 -3.27195
H 0.78547 -0.58251 0.97170
H 1.46348 0.43171 4.47279
H -0.39446 -4.75578 -4.96781
H -1.77403 -4.94993 -5.99972
H 0.64186 2.32595 -1.26425
H 1.33913 3.33295 0.01191
H 2.40066 2.24663 -0.89609
H 1.64940 1.63075 -3.08701
H 1.79146 0.29988 -4.25967
H 3.00922 1.57961 -4.20558
H -2.90178 -2.31228 -2.19006
H -2.25847 -1.06635 -3.27648
H -1.55500 -0.81365 -0.88125
H -0.71740 -2.36822 -1.00207
H -0.08014 0.26861 -2.38804
H 0.56889 -1.26884 -2.98946
H 1.40639 -1.76025 -0.73933
*
```

Output
LUMO energy: -3.172 eV
Gap between HOMO and LUMO: 7.538 eV

***

Computed, not measured: C5H6O2 as an isolated structure, with ωB97M-V/def2-TZVPD.

```
! wB97M-V def2-TZVPD RIJCOSX def2/J DEFGRID3
* xyz 0 1
O 1.36310 -0.96537 2.51045
C 0.51410 0.15832 -0.09007
C -0.39541 1.42130 -0.30514
O -0.28744 1.47061 -1.71815
C 0.14055 0.12372 -1.61251
C -0.83283 -0.65824 -0.84460
C -1.22011 0.28155 0.09969
H 1.74095 -1.79799 2.20576
H 1.26018 -0.46586 1.67559
H -0.34171 2.35126 0.24769
H 0.75016 -0.29031 -2.40628
H -0.97457 -1.73131 -0.80701
H -1.71700 0.10231 1.04457
*
```

Output
LUMO energy: 0.841 eV
Gap between HOMO and LUMO: 9.857 eV
ΔE to the lowest compared entry with this formula, charge and spin: 493.11 kJ/mol

***

Computed, not measured: C44H44IN2S5Sb2SiW as an isolated structure, with ωB97M-V/def2-TZVPD.

```
! wB97M-V def2-TZVPD RIJCOSX def2/J DEFGRID3
* xyz 1 1
W -1.48487 -1.25963 0.59770
S -5.66779 -3.95707 5.96997
C -4.75182 -3.36072 4.76998
S -4.91021 -3.87896 3.09971
C -3.68453 -2.83593 2.44923
C -3.05303 -2.03365 3.32609
S -1.76351 -0.98458 2.75642
S -3.52632 -2.13528 4.99903
S -3.24431 -2.85839 0.76410
C 0.11664 1.81795 2.27482
C 1.53423 1.23187 2.25450
C 1.63988 -0.19048 1.65253
Sb 2.83301 -0.79913 -0.08690
C 1.96999 -0.06025 -1.94847
C 0.71222 -0.45508 -2.39661
C 0.25893 -0.14244 -3.67327
C 1.07061 0.55697 -4.55053
C 2.34426 0.92164 -4.14122
C 2.78401 0.61419 -2.86129
C 4.50268 0.53034 0.09529
C 4.70110 1.39750 1.16606
C 5.86891 2.14133 1.27236
C 6.86438 2.02272 0.31435
C 6.69964 1.12854 -0.73403
C 5.53551 0.38088 -0.83164
Sb -0.43848 1.77080 0.20053
C -2.09667 2.99428 -0.38090
C -2.64473 4.04502 0.34507
C -3.63354 4.84337 -0.21452
C -4.08187 4.59870 -1.50463
C -3.53558 3.55319 -2.23853
C -2.54863 2.75763 -1.67831
C 1.05008 3.29098 -0.12613
C 2.19491 3.17494 -0.89485
C 3.11368 4.21572 -0.95378
C 2.88213 5.39004 -0.25648
C 1.72587 5.51928 0.50317
C 0.81819 4.47511 0.57122
H 0.16695 2.83802 2.65683
H -0.55436 1.24047 2.90152
H 1.91021 1.22031 3.28023
H 2.16531 1.94034 1.71763
H 0.60791 -0.60094 1.55977
H 2.10058 -0.85154 2.39221
H 0.05705 -1.06279 -1.78530
H -0.72840 -0.46424 -3.98537
H 0.72042 0.80309 -5.54477
H 3.00278 1.45553 -4.81529
H 3.77324 0.94631 -2.57349
H 3.95668 1.50166 1.93912
H 5.99933 2.81309 2.11193
H 7.77354 2.60446 0.39717
H 7.48427 0.99861 -1.46918
H 5.45467 -0.34675 -1.63252
H -2.31914 4.24533 1.36069
H -4.05449 5.65870 0.36022
H -4.85057 5.22567 -1.93856
H -3.87115 3.36402 -3.25087
H -2.11346 1.95597 -2.26995
H 2.39277 2.26878 -1.44095
H 4.01400 4.09560 -1.54406
H 3.59489 6.20342 -0.30174
H 1.52943 6.43401 1.04769
H -0.06910 4.60162 1.18118
I -5.89090 2.63219 2.04563
C -5.11423 1.41119 0.55444
C -5.82657 1.12157 -0.59540
C -5.28245 0.21789 -1.49452
C -4.07682 -0.37928 -1.21015
N -3.36340 -0.08101 -0.11568
C -3.87559 0.82148 0.73678
H -6.79432 1.57041 -0.77663
H -5.81318 -0.05020 -2.39736
H -3.67752 -1.14842 -1.85424
H -3.29893 1.03596 1.62228
C -1.09822 -5.43322 -0.66970
Si -0.49395 -3.74758 -1.22483
C 1.09761 -3.91874 -2.21969
C -1.77970 -2.89216 -2.32108
N -0.26438 -2.69843 0.25900
C 0.41782 -3.47869 1.27427
C 1.74143 -3.88325 1.09135
C 2.37810 -4.66068 2.04814
C 1.70580 -5.05902 3.19182
C 0.38421 -4.68060 3.36620
C -0.26021 -3.90317 2.41734
H -0.98916 -6.12550 -1.51067
H -2.14889 -5.42039 -0.37761
H -0.51638 -5.82989 0.16148
H 0.80428 -4.25775 -3.21949
H 1.77067 -4.67131 -1.81098
H 1.65060 -2.98791 -2.34335
H -2.77299 -3.32697 -2.19212
H -1.48021 -3.02815 -3.36378
H -1.85853 -1.80793 -2.18298
H 2.28248 -3.57618 0.21328
H 3.40837 -4.95458 1.89137
H 2.20506 -5.66271 3.93873
H -0.16255 -4.99946 4.24485
H -1.30576 -3.65773 2.55915
*
```

Output
LUMO energy: -3.650 eV
Gap between HOMO and LUMO: 6.202 eV
ΔE to the lowest compared entry with this formula, charge and spin: 24.03 kJ/mol

***

Computed, not measured: a 22-piece molecular cluster, C88H146O44 overall, with ωB97M-V/def2-TZVPD.

```
! wB97M-V def2-TZVPD RIJCOSX def2/J DEFGRID3
* xyz 0 1
O -2.37515 8.40677 3.38898
C -2.19455 7.17583 3.30404
O -1.04061 6.58574 3.63457
C -0.04983 7.29536 4.38144
C 1.04739 7.44081 3.29692
C -3.20494 6.22452 2.72881
H 0.19947 6.63757 5.21406
H -0.40421 8.21191 4.85307
H 1.47344 6.48756 2.98404
H 1.88949 7.91489 3.80112
H 0.77491 8.02284 2.41653
H -3.26183 5.36618 3.39822
H -2.88654 5.88518 1.74313
H -4.21841 6.61990 2.66050
O 6.17090 1.45560 3.37298
C 6.77477 2.30921 4.04897
O 8.16953 2.41766 4.01211
C 8.92526 1.84331 2.98869
C 10.33995 1.52641 3.58858
C 6.05458 3.31481 4.86359
H 9.10212 2.56338 2.18975
H 8.47177 0.95234 2.55438
H 10.32687 1.07975 4.58278
H 11.04221 2.35929 3.55335
H 10.79946 0.72702 3.00725
H 5.39825 2.81039 5.57274
H 5.31311 3.89431 4.31357
H 6.62365 4.02825 5.45962
O 0.19558 -0.04440 2.02821
C 0.42064 -0.25810 0.90357
O -0.39621 0.08855 -0.08440
C -1.34511 1.15799 0.02455
C -1.66336 1.54145 -1.51664
C 1.70043 -0.99832 0.48101
H -1.05064 2.01159 0.63507
H -2.21931 0.64093 0.42017
H -1.07802 2.29228 -2.04743
H -2.68126 1.92926 -1.55645
H -1.70177 0.64720 -2.13869
H 1.84072 -1.98987 0.91142
H 2.51165 -0.31400 0.72948
H 1.74257 -1.26030 -0.57620
O 4.18651 -2.61069 -6.91789
C 3.86049 -1.46662 -6.82500
O 3.85015 -0.68848 -5.68113
C 4.26903 -1.26762 -4.50399
C 5.61773 -0.66353 -4.25887
C 3.42137 -0.80097 -8.08485
H 4.30879 -2.35469 -4.57321
H 3.51788 -0.96241 -3.77548
H 6.37284 -1.23617 -4.79739
H 5.89457 -0.82686 -3.21734
H 5.73189 0.40936 -4.41372
H 3.56518 -1.43936 -8.95656
H 3.96066 0.12148 -8.30018
H 2.35567 -0.57329 -8.10786
O -0.35703 -3.42306 8.04877
C -1.44912 -2.89240 8.28881
O -1.78983 -1.62277 7.97599
C -1.00247 -0.72498 7.18451
C -1.37774 -0.88092 5.68244
C -2.55750 -3.74857 9.03753
H 0.01579 -1.09405 7.30713
H -1.05726 0.32832 7.45959
H -2.33328 -0.36773 5.57437
H -1.54350 -1.83313 5.17853
H -0.53882 -0.48505 5.11007
H -2.23290 -4.73232 9.37663
H -3.46162 -3.94203 8.46026
H -2.81866 -3.14116 9.90410
O -6.37314 -2.09147 1.20697
C -6.15715 -2.68184 2.25594
O -5.12651 -2.52546 3.04514
C -3.99293 -1.59874 2.84077
C -4.40675 -0.24564 3.51197
C -7.19845 -3.76690 2.61514
H -3.88777 -1.34001 1.78716
H -3.04711 -1.94156 3.26030
H -3.57178 0.37448 3.18580
H -4.55830 -0.22773 4.59123
H -5.35787 0.12213 3.12697
H -7.89211 -3.97867 1.80146
H -7.61802 -3.44968 3.56983
H -6.67769 -4.70057 2.82769
O -0.62807 -6.61645 -1.84672
C -0.51440 -7.27818 -0.81684
O -1.14168 -8.47056 -0.73206
C -1.87060 -9.06024 -1.86031
C -3.38928 -9.11133 -1.46632
C 0.27609 -6.87816 0.40391
H -1.59446 -10.09389 -2.06870
H -1.74884 -8.46230 -2.76349
H -3.79255 -9.95399 -2.02792
H -3.80346 -8.12660 -1.68282
H -3.65305 -9.25496 -0.41852
H 0.74524 -5.89652 0.47010
H 0.90778 -7.64694 0.84892
H -0.43445 -6.72629 1.21642
O 1.86986 5.50957 -6.46942
C 2.36201 4.41389 -6.28711
O 1.68464 3.37787 -5.71467
C 2.63475 2.42472 -5.31701
C 3.95900 3.06513 -5.19514
C 3.83389 4.06274 -6.37502
H 2.70564 1.74358 -6.16502
H 2.27750 1.89343 -4.43484
H 4.80629 2.38860 -5.30696
H 4.15272 3.54454 -4.23559
H 3.72716 3.63084 -7.37009
H 4.55958 4.83008 -6.64462
O -0.98056 -3.70942 3.66231
C 0.01387 -4.35731 3.85689
O 0.76474 -4.71305 2.77728
C 1.94572 -5.48995 3.07886
C 1.53153 -6.02609 4.48491
C 0.68500 -4.91879 5.14198
H 2.78622 -4.79806 3.13309
H 2.19132 -6.33009 2.42928
H 2.46029 -6.20425 5.02691
H 0.94228 -6.92053 4.28277
H 1.27794 -4.12431 5.59508
H -0.18603 -5.11515 5.76716
O -8.84334 7.76369 0.06656
C -7.72430 7.40791 -0.19667
O -6.94352 8.19684 -0.92593
C -5.70691 7.58716 -1.37263
C -5.99583 6.06462 -1.24816
C -7.08587 6.11490 -0.09625
H -4.80399 7.84701 -0.82008
H -5.66376 7.94559 -2.40111
H -5.09694 5.46356 -1.11092
H -6.49382 5.69481 -2.14446
H -6.76776 6.06522 0.94511
H -7.89961 5.42895 -0.33163
O 4.42767 0.73604 -1.35142
C 5.61027 0.99375 -1.12730
O 6.23215 1.71236 -2.10788
C 7.60085 1.92372 -1.79400
C 7.79897 1.17601 -0.47832
C 6.43436 0.95142 0.15118
H 7.95979 2.93796 -1.61914
H 8.24310 1.56819 -2.59974
H 8.45366 1.78329 0.14673
H 8.18958 0.15843 -0.48614
H 5.97880 1.69780 0.80193
H 6.37216 -0.03572 0.60921
O 5.67285 -1.07708 6.11953
C 4.75766 -1.11554 5.28354
O 5.03156 -1.29578 3.97657
C 3.95854 -1.38591 3.12105
C 2.88077 -1.71794 4.23375
C 3.26689 -1.04946 5.47193
H 4.11450 -2.16257 2.37234
H 3.84137 -0.43441 2.60237
H 2.64310 -2.77023 4.38965
H 1.94219 -1.24382 3.94675
H 2.83348 -1.53996 6.34351
H 3.11408 0.01551 5.64679
O -10.36031 3.34056 1.87419
C -9.35524 2.62800 2.07005
O -8.10826 2.90019 1.60424
C -7.18596 1.98779 2.23321
C -7.94538 0.72938 2.56841
C -9.33512 1.32792 2.91588
H -6.70097 2.36757 3.13246
H -6.37566 1.82777 1.52193
H -7.45636 0.23576 3.40824
H -8.05334 0.11832 1.67228
H -9.33274 1.59832 3.97181
H -10.15832 0.61439 2.87986
O -9.33659 0.17518 -0.97721
C -8.32240 0.52409 -1.66795
O -8.07381 1.75052 -1.75153
C -6.88526 2.07288 -2.41290
C -6.18573 0.75329 -2.59474
C -7.17067 -0.33070 -2.20368
H -6.21424 2.79030 -1.94050
H -7.13106 2.35223 -3.43742
H -5.30771 0.62335 -1.96206
H -5.94667 0.63219 -3.65129
H -6.97627 -1.04963 -1.40779
H -7.49047 -0.93812 -3.05036
O 8.61230 -3.14928 -0.68138
C 8.09193 -3.42445 0.38881
O 8.32127 -2.66604 1.41904
C 7.55445 -2.97815 2.55700
C 7.13396 -4.40219 2.26189
C 7.16142 -4.57524 0.73670
H 6.64092 -2.44104 2.30190
H 8.00573 -2.73216 3.51822
H 6.08121 -4.49843 2.52751
H 7.59634 -5.22618 2.80533
H 6.24374 -4.27474 0.23107
H 7.56099 -5.48301 0.28459
O 2.52403 6.59558 -1.30435
C 2.71890 5.44373 -1.00368
O 1.99361 4.52984 -1.74889
C 2.14865 3.27045 -1.23838
C 2.84506 3.40787 0.13125
C 3.37566 4.78632 0.19207
H 2.71861 2.56167 -1.83911
H 1.12245 2.94644 -1.06511
H 3.57253 2.60587 0.25649
H 2.16510 3.27126 0.97214
H 4.46120 4.76817 0.09521
H 3.20759 5.25716 1.16066
O -4.41107 1.80929 -7.54535
C -4.26487 0.74905 -6.96360
O -4.83044 -0.38710 -7.41961
C -4.29825 -1.49725 -6.80695
C -4.17608 -0.90858 -5.47133
C -3.63537 0.45044 -5.66321
H -3.37409 -1.81247 -7.29138
H -5.02092 -2.31188 -6.85398
H -3.63509 -1.49493 -4.72862
H -5.15299 -0.74116 -5.01777
H -2.56664 0.54308 -5.85645
H -4.09794 1.02474 -4.86052
O -3.13933 3.16975 -3.95437
C -2.74273 4.22835 -3.64222
O -3.01608 4.76084 -2.39787
C -2.30221 5.94652 -2.24483
C -2.26811 6.48222 -3.64816
C -2.00626 5.19623 -4.49357
H -1.39853 5.58457 -1.75445
H -2.81361 6.66632 -1.60573
H -1.52182 7.27146 -3.73901
H -3.16851 7.02725 -3.93156
H -0.93498 4.99895 -4.53300
H -2.45174 5.24851 -5.48700
O -2.59244 -3.20873 -3.52440
C -3.31468 -3.59160 -2.63037
O -4.55413 -3.25214 -2.60711
C -5.26864 -3.56497 -1.45781
C -4.16260 -3.83322 -0.53473
C -2.98412 -4.31041 -1.35458
H -6.08952 -4.27943 -1.51934
H -5.80572 -2.68421 -1.10579
H -4.56622 -4.66599 0.04119
H -3.97228 -2.96591 0.09745
H -3.05404 -5.37575 -1.57427
H -2.00035 -4.12153 -0.92492
O 2.72440 4.25321 6.59066
C 1.94916 3.73324 5.69672
O 1.99691 4.01293 4.41421
C 0.97940 3.43750 3.62245
C -0.07236 3.08720 4.65624
C 0.68563 2.94770 5.99881
H 1.33610 2.62836 2.98515
H 0.67999 4.19422 2.89730
H -0.63632 2.21011 4.33880
H -0.83879 3.85943 4.59044
H 1.01872 1.95097 6.28808
H 0.20237 3.39329 6.86830
O -0.36849 0.19443 -6.68114
C -0.37469 -0.99595 -6.52957
O -0.82484 -1.81205 -7.45528
C -0.71397 -3.14495 -7.01584
C 0.27592 -3.20187 -5.87073
C 0.12856 -1.82581 -5.29438
H -0.39121 -3.76226 -7.85420
H -1.66693 -3.42288 -6.56558
H 1.30983 -3.28537 -6.20562
H 0.06641 -4.10327 -5.29480
H 0.98642 -1.47666 -4.71968
H -0.68183 -1.79608 -4.56603
O 2.10834 -4.45660 -0.84570
C 2.93119 -5.07694 -1.56662
O 4.25982 -4.75850 -1.73064
C 4.81621 -5.35538 -2.73055
C 3.93705 -6.55344 -2.98189
C 2.58078 -6.16637 -2.59103
H 5.83941 -5.66285 -2.51465
H 4.80415 -4.82315 -3.68171
H 4.14894 -7.37883 -2.30223
H 4.12184 -6.80710 -4.02573
H 2.04047 -6.99359 -2.13073
H 2.00789 -5.85473 -3.46440
*
```

Output
LUMO energy: -0.237 eV
Gap between HOMO and LUMO: 9.121 eV

***

DFT total energy for every record listed, in sequence, given in eV: -4746.5774; -46180.8292; -225284.2098; -9371.9849; -134371.1266; -183708.3124.
Molecular weight for every record listed, in sequence, given in g mol⁻¹: 59.1; 370.4; 711.9; 98.1; 1343.5; 1908.1.